(1)
C5H20HgN4O6 | the ωB97M-V functional and the def2-TZVPD basis

Output
- 2S+1: 1
- Gap between HOMO and LUMO: 7.0513 eV
- E_LUMO: 0.31 eV

Cartesian coordinates (Å):
Hg (-0.94, -0.11, -0.57)
C (0.41, -3.40, 1.55)
C (-0.94, -2.70, 1.38)
O (-1.11, -2.16, 0.12)
H (0.46, -4.25, 0.86)
H (0.57, -3.67, 2.59)
H (1.20, -2.70, 1.24)
H (-0.99, -1.91, 2.15)
H (-1.75, -3.42, 1.60)
C (-2.88, 1.26, 1.60)
O (-2.66, 0.96, 0.28)
H (-2.28, 0.65, 2.30)
H (-2.71, 2.33, 1.83)
H (-3.93, 1.03, 1.88)
C (2.31, -1.23, -1.39)
O (1.23, -0.68, -1.42)
N (2.42, -2.55, -1.07)
N (3.48, -0.54, -1.64)
H (1.57, -3.03, -0.84)
H (3.31, -2.99, -0.90)
H (3.33, 0.39, -1.97)
H (4.34, -1.02, -1.82)
C (-0.11, 3.28, -0.72)
O (-0.41, 2.18, -1.16)
N (1.15, 3.83, -0.84)
N (-1.00, 3.94, 0.08)
H (1.75, 3.41, -1.52)
H (1.25, 4.81, -0.62)
H (-1.89, 3.47, 0.19)
H (-0.91, 4.90, 0.36)
O (-1.73, -0.65, -2.74)
H (-1.90, 0.07, -3.36)
H (-2.10, -1.44, -3.14)
O (0.32, 0.49, 1.59)
H (1.25, 0.44, 1.83)
H (-0.11, 1.02, 2.27)

These are the Mulliken partial charges, in e, on atoms 1 to 8:
1 Hg 2.0603
2 C -1.0492
3 C -0.0591
4 O -0.9408
5 H 0.2581
6 H 0.3738
7 H 0.1547
8 H 0.0801

=====

(2)
CH8O2S2 | the ωB97M-V functional and the def2-TZVPD basis

Output
- 2S+1: 2
- Gap between HOMO and LUMO (alpha / beta): 9.7817 / 6.4049 eV
- Net charge: +1
- <S²>: 0.755
- E_LUMO (alpha / beta): -4.70 / -8.07 eV

Cartesian coordinates (Å):
C (-0.15, 1.89, -0.99)
S (0.10, 2.81, 0.55)
S (1.07, 1.39, 1.63)
H (-0.86, 2.39, -1.65)
H (-0.51, 0.90, -0.74)
H (0.78, 1.92, -1.55)
H (0.47, 0.27, 1.19)
H (-1.89, -2.13, -0.83)
H (-0.30, -1.81, -0.51)
O (-1.07, -1.72, -1.10)
H (1.54, -2.00, 1.43)
H (0.09, -2.17, 1.59)
O (0.72, -1.75, 0.98)

These are the Mulliken partial charges, in e, on atoms 1 to 8:
1 C -0.6444
2 S 0.3105
3 S 0.0710
4 H 0.3367
5 H 0.2140
6 H 0.3561
7 H 0.3342
8 H 0.3042

=====

(3)
C19H22N2O3S | the ωB97M-V functional and the def2-TZVPD basis

Output
- 2S+1: 1
- Gap between HOMO and LUMO: 9.2086 eV
- Structure (SMILES): CN(c1ccc(C(=O)NC2CCCC2)cc1)S(=O)(=O)c1ccccc1
- E_LUMO: 0.53 eV

Cartesian coordinates (Å):
C (2.58, -1.62, 1.58)
N (2.06, -0.72, 0.58)
C (0.68, -0.52, 0.47)
C (0.21, 0.62, -0.18)
C (-1.15, 0.86, -0.28)
C (-2.07, -0.03, 0.27)
C (-3.52, 0.29, 0.14)
O (-3.93, 1.44, 0.18)
N (-4.32, -0.79, -0.01)
C (-5.76, -0.75, -0.17)
C (-6.47, -0.14, 1.06)
C (-7.63, 0.66, 0.48)
C (-7.01, 1.27, -0.77)
C (-6.22, 0.11, -1.38)
C (-1.60, -1.16, 0.94)
C (-0.24, -1.40, 1.04)
S (3.04, -0.72, -0.80)
O (2.37, -0.04, -1.86)
O (3.50, -2.06, -1.03)
C (4.41, 0.27, -0.22)
C (4.16, 1.55, 0.23)
C (5.21, 2.34, 0.67)
C (6.50, 1.83, 0.65)
C (6.75, 0.54, 0.20)
C (5.69, -0.25, -0.24)
H (3.64, -1.42, 1.68)
H (2.45, -2.67, 1.30)
H (2.09, -1.43, 2.54)
H (0.91, 1.30, -0.62)
H (-1.51, 1.74, -0.77)
H (-3.87, -1.69, -0.12)
H (-6.08, -1.78, -0.32)
H (-5.78, 0.53, 1.56)
H (-6.79, -0.91, 1.76)
H (-8.46, 0.00, 0.21)
H (-8.00, 1.41, 1.18)
H (-7.75, 1.67, -1.46)
H (-6.32, 2.07, -0.49)
H (-5.36, 0.46, -1.95)
H (-6.85, -0.48, -2.04)
H (-2.29, -1.84, 1.41)
H (0.09, -2.28, 1.56)
H (3.15, 1.92, 0.23)
H (5.03, 3.34, 1.02)
H (7.33, 2.44, 0.99)
H (7.75, 0.15, 0.19)
H (5.84, -1.25, -0.60)

These are the Mulliken partial charges, in e, on atoms 1 to 8:
1 C -1.2612
2 N 0.2391
3 C 0.5015
4 C -0.1250
5 C -1.2812
6 C 0.4176
7 C 0.2779
8 O -0.6174